[1]
39
Properties=species:S:1:pos:R:3:forces:R:3 method="wB97M-V/def2-TZVPD" e_homo_ev="-14.0 / -14.0" spin_multiplicity=2 e_above_lowest_kcal_mol=7.2 total_charge=+1 e_tot_ha=-898.9030 gap_ev="10.04 / 4.69"
O 2.2465 -2.1200 -2.8755 -3.5 -1.2 1.7
O -2.1514 -0.8170 -0.8526 -2.8 0.1 0.3
O 1.5607 -1.5789 3.5797 0.0 0.1 -4.7
O 1.1064 2.5639 0.6899 2.5 2.7 -0.6
O 2.8180 -2.6377 0.0495 -2.0 0.1 1.3
O 2.3075 0.2091 0.6825 1.3 1.7 -1.6
O -2.2419 2.3539 1.0419 0.7 1.6 -4.1
O -0.8892 0.6122 3.4137 -0.4 0.5 0.3
O -3.1530 -0.3400 1.7057 0.0 -0.6 -0.8
N -0.2196 -1.8842 -1.0643 2.3 3.6 -1.3
C -0.7382 1.0243 -2.7923 2.1 1.6 0.5
C -0.9711 -0.7306 -1.0821 4.8 -3.9 -0.1
C -0.1973 2.5342 -2.9304 2.2 -3.5 -1.2
C -0.3200 0.5230 -1.3864 -0.3 1.8 -1.6
H 1.4746 -0.0295 1.0148 -1.8 -0.5 1.0
H -3.5459 -1.2260 1.5036 0.4 1.3 0.1
H 0.8758 2.5633 -2.6093 -0.6 -0.2 -0.7
H -0.4307 1.2393 -0.6176 -1.7 1.1 0.8
H 0.7207 0.5334 -1.2321 1.8 -1.5 -0.5
H 0.1864 2.7154 0.7860 -1.7 0.3 0.4
H -1.7151 0.5625 3.9187 0.3 0.2 0.3
H -0.2647 2.6477 -4.0156 0.1 1.0 0.3
H 0.8146 -1.9823 -1.4390 -2.5 1.3 1.1
H -3.0284 0.1459 0.8590 -0.6 -0.6 0.9
H 1.2566 -2.3700 -3.0336 2.8 0.5 -0.7
H -0.3370 0.4021 -3.6297 -0.1 0.4 0.9
H -2.2926 1.8780 1.7986 -0.1 -2.3 4.0
H -1.7754 1.0837 -2.9003 -1.7 -0.2 0.0
H 1.3820 -0.6734 3.2016 0.2 -0.7 1.4
H -0.6390 -2.7128 -0.8518 -1.6 -2.7 0.7
H 1.5248 3.5057 0.6236 -1.1 -2.6 0.2
H 2.3162 -2.4929 -1.9434 1.1 0.4 -1.2
H -2.4281 3.2552 1.2746 -0.3 0.6 0.1
H -0.6243 3.2559 -2.3245 -1.7 1.2 0.8
H 3.5362 -2.0494 0.1823 2.0 0.8 -0.7
H 1.7020 -2.0121 2.6240 -0.2 0.7 3.5
H 2.1138 1.1523 0.3690 0.6 -1.5 0.9
H -1.0808 -0.0460 2.7556 -0.1 -0.6 -0.6
H 2.3256 -2.2261 0.8054 -0.1 -1.0 -1.0


[2]
57
Properties=species:S:1:pos:R:3:forces:R:3 method="wB97M-V/def2-TZVPD" e_homo_ev="-16.2 / -16.9" spin_multiplicity=3 total_charge=+3 e_tot_ha=-2779.5642 gap_ev="7.75 / 5.22"
Au 0.4425 -0.2034 -1.2365 -0.1 -0.2 -0.3
S -0.7227 0.0351 4.5894 0.1 -0.1 0.1
S -1.2321 -2.9450 0.5167 0.1 0.1 -0.1
S 0.7727 -2.3846 -2.3352 0.1 0.1 -0.1
S -1.8818 -0.3788 -1.9770 0.0 0.1 0.0
N -1.3221 0.4574 2.1239 -0.1 0.0 0.1
N 1.4922 -1.0147 3.4239 0.1 0.1 0.0
N -0.1675 -0.1240 2.0533 0.2 0.2 0.3
N 0.4511 1.9417 -0.7655 0.0 0.0 0.1
N 2.5812 0.3466 -1.1752 0.0 0.0 0.1
C 1.7671 3.9042 -0.5760 0.0 0.0 0.0
C 0.8904 -3.7583 -1.1537 0.0 0.0 0.0
C -0.6113 4.0299 -0.3570 0.0 0.0 0.0
C 0.6229 4.6593 -0.3677 0.0 0.0 0.0
C -2.7862 2.8105 4.0232 0.0 0.0 0.0
C -0.3667 -4.2181 -0.4343 0.0 -0.1 0.1
C 4.8978 -0.0839 -1.5176 0.0 0.0 0.0
C -3.0046 -1.2354 -0.8452 -0.1 0.1 0.0
C 2.8315 1.6597 -1.0265 0.0 0.0 0.0
C 4.1262 2.1445 -1.1195 0.0 0.0 0.0
C -2.7519 -2.6746 -0.4392 -0.1 -0.1 0.1
C -1.7879 0.6291 3.3890 0.1 0.0 -0.3
C -1.6460 -1.4469 -3.4187 0.0 0.0 0.0
C -0.7728 -2.6852 -3.2464 0.0 -0.1 0.0
C 5.1702 1.2659 -1.3664 0.0 0.0 0.0
C 0.3335 -0.4244 3.2988 -0.3 0.0 0.0
C 3.5853 -0.5011 -1.4191 0.0 0.0 0.0
C -3.0519 1.3214 3.6882 0.0 0.0 0.0
C -0.6527 2.6643 -0.5585 0.0 0.0 0.0
C 1.6559 2.5382 -0.7784 0.0 0.0 0.0
H 0.6983 5.7285 -0.2218 0.0 0.0 0.0
H 1.3375 -4.5906 -1.7002 0.0 0.0 0.0
H -3.5478 0.8409 4.5335 0.0 0.0 0.0
H -0.0494 -4.9840 0.2759 0.0 0.0 0.0
H -3.6960 1.2399 2.8129 0.0 0.0 0.0
H 5.6801 -0.8010 -1.7218 0.0 0.0 0.0
H -2.7836 -3.3581 -1.2848 0.0 0.0 0.0
H -1.2252 -0.7747 -4.1677 0.0 0.0 0.0
H -1.5915 2.1279 -0.5710 0.0 0.0 0.0
H -0.4833 -3.0489 -4.2320 0.0 0.0 0.0
H -1.5277 4.5837 -0.2108 0.0 0.0 0.0
H 2.7314 4.3885 -0.5861 0.0 0.0 0.0
H -3.5915 -2.9591 0.1975 0.0 0.0 0.0
H 2.0352 -1.2053 2.5915 0.0 0.0 0.0
H -3.9902 -1.1511 -1.3090 0.0 0.0 0.0
H 3.3215 -1.5407 -1.5600 0.0 0.0 0.0
H -2.1616 2.9104 4.9098 0.0 0.0 0.0
H -2.3073 3.3198 3.1882 0.0 0.0 0.0
H -3.7416 3.2905 4.2225 0.0 0.0 0.0
H -3.0077 -0.5811 0.0299 0.0 0.0 0.0
H 4.3306 3.1989 -1.0134 0.0 0.0 0.0
H 1.8985 -1.2436 4.3226 0.0 0.0 0.0
H -1.0711 -4.7212 -1.0944 0.0 0.0 0.0
H -1.3048 -3.4857 -2.7428 0.0 0.0 0.0
H 1.6365 -3.4121 -0.4363 0.0 0.0 0.0
H -2.6350 -1.7378 -3.7772 0.0 0.0 0.0
H 6.1834 1.6363 -1.4475 0.0 0.0 0.0


[3]
69
Properties=species:S:1:pos:R:3:forces:R:3 method="wB97M-V/def2-TZVPD" e_homo_ev="-14.2 / -14.2" spin_multiplicity=4 total_charge=+2 e_tot_ha=-3116.7906 gap_ev="5.00 / 6.62"
Mn -0.8144 -1.1848 0.4447 0.2 0.1 0.0
S 3.2011 -1.5476 2.1163 -0.1 0.0 0.0
O -2.6715 1.0133 2.1539 0.1 0.0 0.0
O -0.3586 0.0905 -1.3374 0.0 -0.1 -0.1
O -2.5541 -1.5923 -0.0310 -0.1 -0.1 0.2
O -0.3699 4.4799 -0.1357 -0.1 0.0 -0.1
N -3.8925 -0.5132 -1.4462 0.0 0.0 0.1
N -0.9563 0.6778 0.6948 0.0 -0.1 -0.1
N 1.1162 -1.4135 0.6312 0.3 -0.1 0.2
N -0.4614 2.3464 -0.8642 0.0 -0.2 0.0
C 4.6260 -1.5314 -0.3051 -0.1 0.0 0.0
C 3.2767 -1.4974 -3.9079 0.0 0.0 0.1
C -0.8061 -1.5098 2.4131 0.0 0.0 -0.4
C 3.3434 -1.4902 -2.3794 -0.1 0.0 0.0
C 1.5312 -1.4966 1.8957 -0.1 0.0 -0.1
C -0.7343 3.3656 0.0833 0.2 0.1 0.2
C 4.6635 -1.5594 -4.5468 0.0 0.0 0.0
C -3.7276 -1.1977 -0.3393 0.1 0.1 -0.2
C -1.9250 -1.6250 3.2013 0.2 0.0 0.3
C 3.4276 -1.4877 0.3963 0.1 0.0 -0.1
C 2.1554 -1.4452 -1.6580 0.1 0.0 0.0
C -2.8632 3.7449 1.2771 0.0 0.0 0.1
C 2.5772 -0.2143 -4.3771 0.0 0.0 0.0
C 2.1993 -1.4283 -0.2703 0.0 0.0 0.0
C -1.8150 1.4858 1.4598 -0.1 0.1 0.0
C -3.7224 3.3876 0.0746 -0.1 0.0 -0.1
C 4.5628 -1.5241 -1.6831 0.0 0.0 0.0
C -0.7147 3.3970 2.5818 0.0 0.1 0.0
C -0.4301 -1.8970 5.0913 0.0 0.0 0.0
C 0.5003 -1.5742 2.9074 -0.2 0.0 0.3
C 0.6850 -1.7722 4.2705 0.0 0.0 -0.1
C -1.7119 -1.8342 4.5695 -0.1 0.0 -0.1
C 2.4727 -2.7218 -4.3673 0.0 0.0 0.0
C -1.5254 2.9790 1.3323 -0.1 -0.1 -0.1
C -0.5729 1.0445 -0.5660 0.0 0.2 0.1
C -4.8992 -1.5417 0.5090 0.0 0.0 0.0
C 0.5690 2.6095 2.7964 0.1 0.0 0.0
H -3.3949 3.5333 2.2052 0.0 0.0 0.0
H -5.4877 -0.6495 0.7235 0.0 0.0 0.0
H 1.4464 -2.7002 -3.9963 0.0 0.0 0.0
H 1.1186 3.0115 3.6460 0.0 0.0 0.0
H 1.2112 -1.4167 -2.1778 0.0 0.0 0.0
H -1.3764 3.3045 3.4442 0.0 0.0 0.0
H 3.1297 0.6745 -4.0678 0.0 0.0 0.0
H 1.5608 -0.1397 -3.9848 0.0 0.0 0.0
H 5.1991 -2.4691 -4.2717 0.0 0.0 0.0
H 2.9356 -3.6504 -4.0310 0.0 0.0 0.0
H 2.5111 -0.2056 -5.4656 0.0 0.0 0.0
H 5.4899 -1.5579 -2.2351 0.0 0.0 0.0
H 2.4245 -2.7456 -5.4565 0.0 0.0 0.0
H 0.3716 1.5553 3.0097 0.0 0.0 0.0
H -0.2918 -2.0521 6.1524 0.0 0.0 0.0
H -2.9233 -1.5370 2.8092 0.0 0.0 0.0
H -3.2550 3.6758 -0.8694 0.0 0.0 0.0
H 5.2764 -0.6967 -4.2811 0.0 0.0 0.0
H 4.5582 -1.5600 -5.6315 0.0 0.0 0.0
H 1.2323 2.6693 1.9288 0.0 0.0 0.0
H -2.5665 -1.9364 5.2249 0.0 0.0 0.0
H -0.4959 4.4584 2.4551 0.0 0.0 0.0
H -5.5339 -2.2479 -0.0307 0.0 0.0 0.0
H 5.5775 -1.5790 0.2059 0.0 0.0 0.0
H -4.5687 -2.0035 1.4317 0.0 0.0 0.0
H 1.6799 -1.8441 4.6925 0.0 0.0 0.0
H -2.6222 4.8083 1.2731 0.0 0.0 0.0
H -0.0576 2.6199 -1.7531 0.0 0.0 0.0
H -3.9353 2.3143 0.0403 0.0 0.0 0.0
H -4.8107 -0.2224 -1.7493 0.0 0.0 0.0
H -4.6810 3.9006 0.1268 0.0 0.0 0.0
H -3.1030 -0.3343 -2.0524 0.0 0.0 0.0


[4]
10
Properties=species:S:1:pos:R:3:forces:R:3 method="wB97M-V/def2-TZVPD" smiles="[H]/N=C1/NOCO1" e_homo_ev=-10.0 e_above_lowest_kcal_mol=112.8 total_charge=0 e_tot_ha=-338.4734 gap_ev=10.74
O -0.6894 -1.2655 -0.5133 -0.6 -1.3 4.4
O 0.2329 0.6964 -0.5837 3.5 2.0 -0.7
N -0.7020 -0.5195 0.8751 1.5 -2.2 1.9
N 1.2584 0.8146 1.5989 -3.4 -3.2 -1.2
C 0.4691 0.3465 0.6882 -0.9 0.6 1.2
C -0.5089 -0.2274 -1.3037 -2.6 3.8 -2.5
H -0.5398 -1.2071 1.7464 -0.4 1.3 -3.1
H 1.9934 1.4207 1.3847 0.9 1.2 -1.0
H -1.4644 0.4878 -1.6554 1.6 -2.2 1.0
H -0.0493 -0.5464 -2.2373 0.4 -0.1 0.1


[5]
13
Properties=species:S:1:pos:R:3:forces:R:3 method="wB97M-V/def2-TZVPD" e_homo_ev="-8.8 / -8.2" e_above_lowest_kcal_mol=98.1 total_charge=0 e_tot_ha=-3265.2681 gap_ev="8.98 / 8.01"
Br 2.0486 0.8584 1.1972 0.7 0.9 0.2
Cl 1.7900 0.2438 -4.0456 0.1 -0.3 0.3
O 2.1347 -1.2829 -1.7983 -0.4 0.3 0.2
C 0.4880 -0.0531 0.9700 -0.6 -2.6 -1.2
C -0.9121 0.4856 0.9519 1.6 -4.4 -1.0
C 1.8718 0.0017 -2.2863 -2.6 -1.6 -0.5
C 0.8167 -0.7812 -1.5871 1.9 0.8 0.2
H 0.0214 -1.3077 -2.0869 -0.4 -0.1 0.0
H -1.2057 0.7915 1.8727 -1.0 1.1 3.0
H 0.5931 -1.1150 1.3086 -0.1 1.2 -0.3
H 2.2853 0.8476 -1.8646 1.2 1.3 1.1
H -1.4809 -0.4505 0.6830 0.1 1.2 0.2
H -1.0437 1.2132 0.2609 -0.5 2.3 -2.2


Let's list molecular weight in order: 231.242 662.706 563.582 88.066 185.448 g mol⁻¹.